[1]
C3H4OS2 in the gas phase in a non-equilibrium geometry. Source: the Open Molecules 2025 dataset; level of theory: wB97M-V/def2-TZVPD.

Geometry as ORCA input:
```
! RIJCOSX wB97M-V def2-TZVPD def2/J DEFGRID3
* xyz 0 1
C 0.19352 -1.24954 1.46457
S -0.83850 -0.12743 0.67990
C -0.09223 0.33674 -0.75815
O 0.85139 -0.22291 -1.22341
C -0.52705 1.63473 -1.41532
S 0.16910 2.12236 -2.76729
H 0.22713 -1.36606 2.67991
H -0.08854 -2.30907 0.88740
H 1.37293 -1.08825 1.11282
H -1.26776 2.26942 -0.66043
*
```

HOMO-LUMO gap in eV: 7.93
SMILES: CSC(=O)C=S
LUMO energy in eV: -1.26

***

[2]
A molecular structure, C30H68F3N3O4P2SSi2 in a non-equilibrium geometry. Source: the Open Molecules 2025 dataset; level of theory: wB97M-V/def2-TZVPD.

Geometry as ORCA input:
```
! RIJCOSX wB97M-V def2-TZVPD def2/J DEFGRID3
* xyz 0 1
C 8.30825 1.19268 0.78350
C 6.83461 0.94437 0.48620
C 6.31725 1.66378 -0.76810
C 4.93693 2.29162 -0.54576
C 4.17158 2.46954 -1.85640
C 3.06375 3.53807 -1.78956
C 1.68866 2.97640 -2.16850
C 0.92649 2.29343 -1.01175
C -0.53069 2.73161 -0.90316
C -1.39217 1.74280 -0.08704
C -2.63328 1.19976 -0.85751
C -3.55636 2.42682 -0.99582
C -4.93253 2.33640 -1.67348
C -5.96980 3.29051 -1.04819
C -5.69899 4.78339 -1.32811
C -5.42539 5.64391 -0.10474
N -4.11047 5.39454 0.51144
C -3.24514 0.06416 0.02177
C -4.72711 0.08194 0.45006
C -5.66664 -0.85213 -0.31730
O -5.21360 -0.98618 -1.67741
N -2.74817 -1.26694 -0.49208
C -1.70966 -1.94448 0.37784
C -2.11680 -2.25377 1.81228
C -3.37053 -3.09095 1.99477
F -3.78371 -3.65291 0.83933
F -3.20254 -4.06795 2.87546
F -4.42232 -2.36285 2.43713
C -2.11057 -1.03938 -1.86313
P -2.74144 -2.27279 -3.10932
S -2.76159 -4.03622 -2.30618
C -2.05569 0.48610 -2.13511
P -2.59050 0.91362 -3.81093
O -1.71812 0.26616 -4.79885
O -2.50410 2.49189 -3.81054
O -4.12184 0.55294 -4.00274
H 8.59748 0.65595 1.68941
H 8.94541 0.83116 -0.02552
H 8.50119 2.25155 0.96743
H 6.25765 1.25837 1.35798
H 6.69396 -0.13373 0.39098
H 6.22306 0.95050 -1.59014
H 7.04497 2.42952 -1.04512
H 5.06191 3.27314 -0.08337
H 4.39554 1.63688 0.14027
H 3.71902 1.52331 -2.15655
H 4.91365 2.75332 -2.60640
H 3.27198 4.38679 -2.44338
H 3.02000 3.93305 -0.77258
H 1.06181 3.77496 -2.57018
H 1.82055 2.21807 -2.94052
H 1.41536 2.44643 -0.04631
H 0.94633 1.21078 -1.18033
H -0.94980 2.83590 -1.90270
H -0.56461 3.71475 -0.43207
H -1.75354 2.20650 0.83261
H -0.74586 0.91014 0.20671
H -3.00177 3.23147 -1.46748
H -3.73410 2.76381 0.02698
H -4.85566 2.63646 -2.71557
H -5.34499 1.33386 -1.62141
H -6.93331 3.01740 -1.48173
H -6.01806 3.09944 0.02857
H -6.58281 5.20589 -1.81167
H -4.86010 4.86598 -2.02160
H -5.47159 6.68714 -0.42176
H -6.21280 5.49259 0.63718
H -3.52016 6.21706 0.50467
H -4.18802 5.05142 1.46293
H -2.71473 0.17963 0.96529
H -4.77581 -0.23698 1.48696
H -5.10260 1.09953 0.43328
H -5.69807 -1.82988 0.16600
H -6.68284 -0.45468 -0.29872
H -5.87161 -1.51267 -2.16747
H -3.46117 -1.98265 -0.69405
H -0.83227 -1.30065 0.40457
H -1.42743 -2.85064 -0.15355
H -2.19135 -1.34475 2.40839
H -1.29069 -2.82976 2.22783
H -1.08631 -1.40863 -1.81694
H -1.84261 -2.10211 -4.15750
H -3.95747 -1.82844 -3.60812
H -0.98881 0.68572 -2.22258
H -2.80036 2.85369 -4.66626
H -4.56109 0.29960 -3.16472
C 3.76348 -0.62807 2.15778
Si 3.21421 -2.39395 2.55920
C 1.62008 -2.63430 1.53037
C 2.68851 -2.35890 4.38763
N 4.43418 -3.45414 2.20312
Si 4.41928 -5.12118 2.36647
C 3.10248 -6.00372 1.31697
C 4.17407 -5.73915 4.14538
C 6.08462 -5.81453 1.79977
H 2.96180 0.10122 2.34668
H 4.62702 -0.34456 2.76219
H 4.04432 -0.55998 1.10333
H 0.95314 -1.76099 1.61569
H 1.05792 -3.51392 1.85564
H 1.87355 -2.75930 0.47550
H 3.57685 -2.31839 5.01969
H 2.11635 -3.24961 4.65907
H 2.07319 -1.48411 4.63203
H 2.09795 -5.85894 1.72472
H 3.28200 -7.08422 1.27503
H 3.11714 -5.62005 0.29437
H 4.83363 -5.19677 4.82580
H 4.40286 -6.80767 4.23268
H 3.14350 -5.60047 4.48304
H 6.89088 -5.39509 2.40531
H 6.26695 -5.54905 0.75608
H 6.12475 -6.90631 1.88655
*
```

HOMO-LUMO gap in eV: 4.77
LUMO energy in eV: -0.81

***

[3]
2 unconnected molecules or ions with the total composition C4H5FO in a non-equilibrium geometry. Source: the Open Molecules 2025 dataset; level of theory: wB97M-V/def2-TZVPD.

Geometry as ORCA input:
```
! RIJCOSX wB97M-V def2-TZVPD def2/J DEFGRID3
* xyz 0 1
C -0.46682 -0.26654 0.10227
C 0.73479 -0.24182 0.03859
C -1.87800 -0.08878 -0.07724
C 2.77736 0.10747 0.28053
O 3.30246 0.90422 -0.57307
F 3.30890 -1.08392 0.35010
H -2.53980 -0.85720 -0.14839
H -2.28929 0.53458 0.68935
H -2.15776 0.41644 -0.94983
H 2.54232 0.63106 1.23096
H 3.62329 0.42618 -1.31674
*
```

HOMO-LUMO gap in eV: 9.83
LUMO energy in eV: 0.67

***

[4]
4 unconnected molecules or ions with the total composition C3H12O4 in a non-equilibrium geometry. Source: the Open Molecules 2025 dataset; level of theory: wB97M-V/def2-TZVPD.

Geometry as ORCA input:
```
! RIJCOSX wB97M-V def2-TZVPD def2/J DEFGRID3
* xyz 0 1
C -2.69001 0.15347 0.34586
C -1.17202 0.14149 0.18437
C -0.65168 0.71491 -0.90181
O 0.48080 0.33398 -1.54972
H -2.96480 0.03299 1.39049
H -3.12328 -0.62696 -0.27002
H -3.07298 1.10913 0.00132
H -0.69620 -0.10758 1.12937
H -1.23440 1.49150 -1.40165
H 1.14864 1.05400 -1.62058
O 2.35765 2.33728 -1.18888
H 2.93162 1.73833 -0.68895
H 2.41149 3.17635 -0.72301
O -0.12603 -3.92249 1.34622
H 0.09816 -4.42276 0.55698
H -0.65753 -3.16624 1.06769
O 2.40633 0.37342 0.67368
H 1.71622 -0.21405 0.32841
H 2.83803 -0.19676 1.32023
*
```

HOMO-LUMO gap in eV: 9.14
SMILES: C/C=C/O.O.O.O
LUMO energy in eV: 0.57

***

[5]
A gas-phase ion, C2H6NS (charge +1) in a non-equilibrium geometry. Source: the Open Molecules 2025 dataset; level of theory: wB97M-V/def2-TZVPD.

Geometry as ORCA input:
```
! RIJCOSX wB97M-V def2-TZVPD def2/J DEFGRID3
* xyz 1 1
C 0.07621 -1.09527 -0.20529
C -0.91611 1.24920 0.01426
N 0.99812 -0.01455 0.11221
S -1.48168 -0.19910 -0.56264
H 0.13641 -1.58219 -1.13198
H -0.14642 -1.90154 0.49631
H -1.32775 2.16337 -0.35759
H -0.30834 1.36885 0.93643
H 1.15800 -0.24775 1.07369
H 1.81157 0.25898 -0.37540
*
```

HOMO-LUMO gap in eV: 8.43
LUMO energy in eV: -6.51

***

Relative energy (zero: lowest compared OMol25 entry of this formula, charge and spin) values (in kJ/mol) by entry order: 267.8, 0.0, 348.3, 149.6, 188.4.